DFT (ωB97M-V with the def2-TZVPD basis set) results for a 4-piece molecular cluster, C14H34FN3O12P3 overall in a non-equilibrium geometry.

Structure (XYZ):
```
67
Properties=species:S:1:pos:R:3:forces:R:3
N 1.3966 2.3899 -1.1219 -1.9 -0.3 -1.8
C 0.6449 3.3253 -2.0871 1.6 -0.7 0.6
N -0.7668 2.6997 -2.1969 -3.4 2.5 0.8
C -1.8481 3.5227 -1.5447 -2.7 -3.3 -1.2
C -3.4071 2.9189 -1.6101 1.6 -2.3 -1.5
F -4.5851 3.6162 -1.0126 4.6 -2.4 -2.2
C -3.5813 1.4493 -2.3914 4.1 3.1 1.0
C -2.1367 0.8392 -2.9757 -0.8 2.8 1.7
N -0.8130 1.5140 -2.8621 -5.5 -0.3 0.9
H 0.6353 2.0393 -0.4667 1.5 0.5 -0.6
H 1.6445 1.5244 -1.6899 -0.3 1.4 1.0
H 1.1730 3.3807 -3.1548 -1.4 -0.2 2.4
H 0.5738 4.3957 -1.6100 -0.2 -2.2 -1.1
H -1.6572 4.5458 -0.9686 -0.1 -2.6 -1.6
H -4.6170 0.9120 -2.5233 2.3 1.2 0.3
H -2.1890 -0.2139 -3.5224 0.4 2.6 1.3
C 5.3996 1.2227 3.0820 0.9 0.0 0.0
O 4.1290 1.2370 2.4562 0.5 -1.6 3.1
P 2.8167 1.2639 3.5831 -6.2 3.8 -7.7
O 1.8547 0.8403 2.4703 1.1 -0.9 1.3
O 2.8910 2.9166 3.6296 -0.1 -0.7 1.5
C 3.1910 3.6678 2.4630 0.4 0.2 -0.4
O 1.5044 1.2908 4.7101 3.6 -1.0 0.9
C 1.7220 1.9914 5.9189 -0.2 0.5 1.0
H 6.1701 1.3597 2.3192 -0.2 0.0 0.1
H 5.4773 2.0306 3.8145 0.2 0.1 0.0
H 5.5510 0.2607 3.5783 0.3 0.1 0.0
H 2.8839 3.1590 1.5458 0.0 -0.1 0.2
H 4.2612 3.8739 2.4311 0.0 0.0 -0.2
H 2.6651 4.6255 2.5222 0.0 -0.2 0.3
H 1.6598 3.0685 5.7512 0.2 -0.1 0.0
H 2.6963 1.7303 6.3392 -0.2 0.2 0.2
H 0.9381 1.7141 6.6285 0.1 -0.1 -0.1
C 0.7717 -1.6413 -3.4338 -0.1 0.4 0.4
O 0.3831 -2.2830 -4.6352 2.9 0.0 1.4
P 1.1534 -3.8145 -4.8676 -7.3 -3.1 -7.1
O 0.7576 -3.7874 -6.3460 1.5 0.8 1.2
O -0.0499 -4.5506 -4.0019 1.3 -0.3 0.6
C -1.3958 -4.1103 -4.1011 -0.4 0.3 0.1
O 1.9238 -5.3459 -5.0998 1.2 2.6 2.3
C 2.1999 -6.0991 -3.9353 0.3 -0.9 0.5
H 0.1382 -0.7639 -3.2817 0.2 -0.1 0.0
H 0.6549 -2.3159 -2.5815 0.0 0.1 0.2
H 1.8147 -1.3235 -3.5109 0.0 0.2 0.2
H -1.6179 -3.6544 -5.0693 0.2 -0.1 0.0
H -1.6033 -3.3990 -3.3012 -0.1 0.1 0.0
H -2.0542 -4.9733 -3.9639 0.4 0.0 0.0
H 1.2871 -6.5643 -3.5575 0.0 0.2 0.1
H 2.6447 -5.4617 -3.1672 0.0 -0.3 0.1
H 2.9030 -6.8952 -4.1936 0.0 0.2 0.0
C -0.8472 0.2469 3.5095 0.3 0.3 0.8
O -1.2020 0.4255 2.1499 0.4 -3.4 1.1
P -2.1333 -0.8857 1.5127 -3.4 6.4 -7.5
O -1.8328 -0.4058 0.0906 0.8 -0.9 0.8
O -3.5213 -0.1576 2.0441 0.0 -1.4 0.3
C -3.6680 1.2538 2.0033 0.0 0.4 0.4
O -3.0646 -2.1971 0.8756 2.2 -0.1 2.9
C -3.9460 -2.8427 1.7732 -0.8 -0.7 0.4
H -0.3986 1.1714 3.8814 -0.2 -0.3 -0.3
H -1.7301 0.0135 4.1106 -0.2 0.0 0.1
H -0.1204 -0.5652 3.5932 0.1 0.3 0.2
H -3.0787 1.7140 1.2061 0.1 -0.2 0.1
H -3.3797 1.6751 2.9667 0.1 0.2 -0.1
H -4.7234 1.4882 1.8352 0.1 -0.3 0.0
H -4.8356 -2.2317 1.9390 0.1 0.0 0.1
H -3.4427 -3.0423 2.7224 -0.3 -0.2 0.0
H -4.2644 -3.7894 1.3289 0.2 0.1 0.0
```
Positions in Å, forces in eV/Å.

The maximum force comes out at 10.67 eV/Å. The net charge is +1. For the LUMO energy, the calculation gives -5.2 eV. The value obtained for the HOMO energy is -11.27 eV.

The Löwdin scheme yields these atomic charges, measured in e:
1 N 0.016
2 C -0.166
3 N -0.149
4 C 0.143
5 C 0.007
6 F -0.038
7 C 0.134
8 C 0.043
9 N 0.098
10 H 0.091
11 H 0.087
12 H 0.163
13 H 0.135
14 H 0.163
15 H 0.133
16 H 0.144
17 C -0.153
18 O -0.278
19 P 0.777
20 O -0.285
21 O -0.283
22 C -0.102
23 O -0.295
24 C -0.134
25 H 0.096
26 H 0.082
27 H 0.084
28 H 0.077
29 H 0.088
30 H 0.095
31 H 0.087
32 H 0.087
33 H 0.094
34 C -0.162
35 O -0.298
36 P 0.753
37 O -0.272
38 O -0.286
39 C -0.106
40 O -0.233
41 C -0.152
42 H 0.041
43 H 0.087
44 H 0.083
45 H 0.093
46 H 0.076
47 H 0.098
48 H 0.083
49 H 0.081
50 H 0.092
51 C -0.168
52 O -0.279
53 P 0.767
54 O -0.336
55 O -0.283
56 C -0.104
57 O -0.240
58 C -0.146
59 H 0.078
60 H 0.086
61 H 0.083
62 H 0.068
63 H 0.089
64 H 0.098
65 H 0.084
66 H 0.087
67 H 0.093

DFT (ωB97M-V with the def2-TZVPD basis set) results for C14H34N4O6V as an isolated structure in a non-equilibrium geometry.

Structure (XYZ):
```
59
Properties=species:S:1:pos:R:3:forces:R:3
V 0.4544 0.8276 0.3050 0.3 2.2 -0.4
C 2.9854 2.3462 2.1219 -0.6 -0.3 -0.1
O 2.1140 1.6693 1.3124 -0.4 -0.8 -0.8
H 3.8268 1.7165 2.4615 0.0 -0.1 0.2
H 3.4662 3.2308 1.6690 -0.1 0.1 -0.2
H 2.4557 2.7144 3.0187 0.3 0.1 0.3
C -0.7757 3.9182 -1.0350 1.0 -1.0 0.7
O -0.4771 2.6440 -0.5910 0.1 -1.3 0.5
H -1.8592 3.9856 -1.2041 0.0 0.5 -0.4
H -0.4759 4.7173 -0.3292 -0.3 0.0 0.2
H -0.1640 4.1629 -1.9217 -0.5 0.1 -0.4
C 2.3266 -0.0086 -2.4842 0.1 1.0 0.5
O 1.4590 0.3600 -1.7195 -0.3 -0.2 0.4
N 2.1396 -0.8584 -3.4941 0.3 -0.6 -0.3
C 3.1890 -1.1590 -4.4343 0.3 -0.7 -1.0
C 0.8449 -1.4571 -3.7400 -0.3 0.1 0.2
H 3.3374 0.4092 -2.4013 0.2 -0.2 -0.1
H 2.9847 -2.1385 -4.8771 -0.1 0.0 0.1
H 4.1998 -1.2600 -4.0389 -0.2 0.3 0.5
H 3.2457 -0.4858 -5.2948 -0.2 0.3 0.2
H 0.1647 -1.1999 -2.9325 0.1 0.2 0.1
H 0.4346 -1.0880 -4.6808 0.0 -0.1 -0.1
H 0.9039 -2.5464 -3.7624 0.2 0.0 -0.2
C -1.7172 0.7227 2.8421 -0.3 0.3 -0.2
O -0.8644 0.7615 1.9851 0.0 0.0 -0.1
N -1.7840 1.5428 3.8959 0.3 0.0 1.2
C -2.9024 1.4783 4.8147 -0.4 -0.1 0.1
C -0.7323 2.5003 4.1758 0.1 1.0 -0.9
H -2.5684 0.0226 2.7890 0.0 0.0 0.0
H -3.0304 2.4150 5.3567 0.1 0.2 -0.4
H -2.8272 0.7365 5.6158 0.3 -0.3 -0.3
H -3.8078 1.3027 4.2333 -0.1 -0.1 0.2
H -0.0415 2.5117 3.3313 0.1 -0.2 0.1
H -1.1836 3.4976 4.2043 0.0 0.0 0.1
H -0.1671 2.3901 5.1011 -0.2 -0.6 0.1
C -2.0338 -0.2929 -1.6489 -0.3 1.0 0.3
O -1.1169 -0.4005 -0.8628 0.4 -0.5 0.2
N -3.3157 -0.4636 -1.3203 -1.1 -0.1 0.0
C -4.3861 -0.1637 -2.2488 0.5 0.2 -1.0
C -3.7714 -0.8255 0.0087 0.4 -0.7 -0.2
H -1.9308 0.0500 -2.6867 0.3 -0.1 -0.1
H -5.0665 0.5857 -1.8499 -0.1 -0.1 0.2
H -4.9384 -1.0380 -2.5993 -0.1 -0.2 0.5
H -3.9576 0.2558 -3.1633 0.1 0.1 0.1
H -4.3459 -0.0183 0.4599 0.0 0.0 0.0
H -4.3750 -1.7310 -0.1055 -0.3 0.2 0.2
H -2.9329 -1.1001 0.6450 0.2 0.3 -0.1
C 1.0067 -2.3346 1.1271 0.9 -0.1 -0.1
O 0.7546 -1.1495 1.1492 -0.4 0.0 0.3
N 2.0794 -2.8548 0.5095 0.1 -0.2 -0.1
C 3.1477 -2.0174 -0.0231 -0.4 -0.4 -0.4
C 2.2709 -4.2765 0.3273 0.6 -0.1 0.3
H 0.4584 -3.1086 1.6788 -0.5 0.1 -0.1
H 2.9130 -0.9660 0.1096 0.0 0.1 0.2
H 3.2313 -2.2589 -1.0874 0.1 0.2 -0.1
H 4.0944 -2.2857 0.4468 0.0 0.1 0.2
H 3.2302 -4.5436 0.7813 0.0 -0.2 -0.2
H 1.5233 -4.9150 0.7948 -0.3 0.4 0.1
H 2.3066 -4.5292 -0.7345 0.0 0.0 0.0
```
Positions in Å, forces in eV/Å.

The multiplicity is 4. The maximum force comes out at 2.24 eV/Å. The net charge is 0. For the LUMO energy (alpha / beta), the calculation gives 0.4 / 0.3 eV. The value obtained for the HOMO energy (alpha / beta) is -5.11 / -5.81 eV.

The Löwdin scheme yields these atomic charges, measured in e:
1 V 0.878
2 C -0.343
3 O -0.432
4 H 0.047
5 H 0.052
6 H 0.043
7 C -0.349
8 O -0.442
9 H 0.043
10 H 0.047
11 H 0.047
12 C -0.310
13 O -0.017
14 N -0.175
15 C -0.064
16 C -0.025
17 H 0.158
18 H 0.085
19 H 0.090
20 H 0.091
21 H 0.062
22 H 0.099
23 H 0.092
24 C -0.285
25 O -0.036
26 N -0.169
27 C -0.058
28 C -0.021
29 H 0.140
30 H 0.087
31 H 0.087
32 H 0.085
33 H 0.086
34 H 0.095
35 H 0.094
36 C -0.294
37 O -0.034
38 N -0.170
39 C -0.056
40 C -0.029
41 H 0.148
42 H 0.093
43 H 0.089
44 H 0.087
45 H 0.097
46 H 0.094
47 H 0.079
48 C -0.274
49 O -0.037
50 N -0.174
51 C -0.013
52 C -0.061
53 H 0.146
54 H 0.079
55 H 0.084
56 H 0.098
57 H 0.090
58 H 0.086
59 H 0.087

DFT (ωB97M-V with the def2-TZVPD basis set) results for a 3-piece molecular cluster, C14H34NO7P overall in a non-equilibrium geometry.

Structure (XYZ):
```
57
Properties=species:S:1:pos:R:3:forces:R:3
C 1.5239 1.4466 3.4792 0.2 0.3 -0.8
P -0.0916 2.2025 3.0400 -1.1 0.3 1.2
C 0.3405 3.6954 2.0968 0.1 -0.3 -0.3
O -0.8425 1.1299 1.9689 0.9 0.1 -0.8
C -0.2271 0.8524 0.7927 -0.1 0.6 -1.1
O 0.0467 1.6728 -0.0732 -0.1 -1.2 1.4
O -0.0127 -0.4655 0.6931 0.0 0.9 0.3
C 0.9893 -0.8272 -0.2602 0.4 -0.7 -0.2
C 2.3752 -0.2697 0.0740 -0.3 0.2 -0.6
C 2.9717 0.6021 -1.0563 0.4 0.4 0.8
N 3.3984 1.9446 -0.6438 0.0 -0.2 -0.3
H 2.3657 1.8177 2.8956 0.1 0.0 -0.1
H 1.6906 1.7304 4.5106 0.0 -0.1 0.3
H 1.5091 0.3666 3.3891 -0.2 -0.2 0.1
H -0.5815 4.1931 1.8195 -0.2 0.1 0.0
H 0.9251 3.5537 1.1933 0.2 -0.1 0.0
H 0.8579 4.3401 2.8009 0.2 0.1 0.1
H 1.0252 -1.9093 -0.2096 -0.2 -0.2 0.1
H 0.6882 -0.5746 -1.2707 -0.2 0.3 -0.1
H 2.3249 0.3310 0.9774 -0.1 0.0 0.2
H 3.0354 -1.1053 0.2776 0.2 -0.1 0.1
H 2.2483 0.7371 -1.8493 0.0 -0.1 -0.3
H 3.8606 0.1029 -1.4273 0.0 -0.1 -0.4
H 2.5953 2.5488 -0.5613 -0.2 0.1 0.2
H 3.8515 1.8910 0.2566 0.1 0.2 0.1
C -0.2792 -2.9626 2.4401 0.0 -0.2 0.1
O 0.1785 -3.9952 1.5791 -0.1 0.1 0.1
C 0.7765 -5.0832 2.2634 0.1 0.0 -0.2
C -0.1721 -6.2529 2.4019 0.0 -0.1 0.2
O -1.2778 -5.9420 3.2321 0.0 0.1 -0.1
C -2.4545 -5.6253 2.5107 0.0 0.0 0.0
H -0.9221 -2.3123 1.8628 0.0 0.1 -0.1
H -0.8446 -3.3624 3.2854 0.1 0.0 0.0
H 0.5692 -2.3781 2.8138 0.0 0.0 0.1
H 1.1331 -4.7679 3.2487 0.0 0.0 0.0
H 1.6432 -5.4028 1.6760 0.0 0.0 0.0
H 0.3612 -7.0859 2.8704 0.0 0.0 0.0
H -0.5122 -6.5815 1.4151 0.0 0.0 0.0
H -2.9079 -6.5325 2.0969 0.0 0.0 0.0
H -2.2551 -4.9193 1.7015 0.0 0.0 0.0
H -3.1554 -5.1714 3.2089 0.0 0.0 0.0
C 0.0012 2.3707 -4.6447 0.0 -0.1 0.0
O -1.1222 1.6838 -4.1275 0.0 0.1 0.0
C -1.4555 2.0726 -2.8014 -0.1 -0.2 -0.2
C -2.6168 3.0398 -2.7745 0.0 0.2 0.1
O -2.2881 4.2810 -3.3799 0.0 -0.1 -0.1
C -2.7736 4.4078 -4.7030 0.0 0.0 0.0
H 0.0327 2.1899 -5.7181 0.0 0.0 0.0
H -0.0658 3.4467 -4.4690 0.0 0.0 0.0
H 0.9267 1.9896 -4.1974 0.0 0.1 0.0
H -0.5899 2.5040 -2.2978 0.0 0.0 0.0
H -1.7410 1.1665 -2.2592 0.0 0.0 0.0
H -2.8761 3.2470 -1.7318 0.0 0.0 0.0
H -3.4920 2.5965 -3.2597 0.0 0.0 0.0
H -3.8533 4.5938 -4.7012 0.0 0.0 0.0
H -2.5621 3.5169 -5.2986 0.0 0.0 0.0
H -2.2730 5.2617 -5.1566 0.0 0.0 0.0
```
Positions in Å, forces in eV/Å.

The SMILES is CP(C)OC(=O)OCCCN.COCCOC.COCCOC. The maximum force comes out at 1.84 eV/Å. The net charge is 0. For the LUMO energy, the calculation gives 0.7 eV. The value obtained for the HOMO energy is -8.93 eV.

The Löwdin scheme yields these atomic charges, measured in e:
1 C -0.271
2 P 0.902
3 C -0.282
4 O -0.226
5 C -0.604
6 O 0.093
7 O 0.007
8 C -0.145
9 C -0.137
10 C -0.259
11 N 0.000
12 H 0.031
13 H 0.027
14 H 0.032
15 H 0.040
16 H 0.023
17 H 0.041
18 H 0.119
19 H 0.121
20 H 0.087
21 H 0.108
22 H 0.096
23 H 0.101
24 H 0.044
25 H 0.056
26 C -0.103
27 O -0.193
28 C -0.207
29 C -0.208
30 O -0.189
31 C -0.110
32 H 0.079
33 H 0.090
34 H 0.088
35 H 0.127
36 H 0.125
37 H 0.125
38 H 0.126
39 H 0.088
40 H 0.083
41 H 0.089
42 C -0.109
43 O -0.189
44 C -0.210
45 C -0.199
46 O -0.189
47 C -0.114
48 H 0.089
49 H 0.085
50 H 0.082
51 H 0.108
52 H 0.123
53 H 0.126
54 H 0.126
55 H 0.088
56 H 0.083
57 H 0.088

DFT (ωB97M-V with the def2-TZVPD basis set) results for a 3-piece molecular cluster, C14H35BIN2O2 overall.

Structure (XYZ):
```
55
Properties=species:S:1:pos:R:3:forces:R:3
I -4.0807 6.4082 3.2055 -0.3 0.0 0.1
C -2.2908 5.9021 2.0127 0.6 -0.1 -0.3
C -1.4132 4.9290 2.8048 -0.1 -0.1 0.0
O -0.1673 5.0993 2.2217 0.2 0.1 -0.1
B -0.0567 6.5558 1.8414 0.1 -0.2 0.0
O -1.5350 6.9833 1.7660 0.0 0.0 -0.1
H -2.7171 5.4589 1.1047 -0.3 0.0 0.1
H -1.4568 5.2062 3.8697 0.2 0.0 0.0
H -1.7309 3.8831 2.7198 -0.2 0.0 0.0
H 0.4605 6.6491 0.7239 0.0 0.0 0.1
H 0.5395 7.2197 2.6902 -0.1 0.0 0.0
C -0.3236 0.0375 -1.8020 0.0 -0.1 -0.1
C 0.5099 1.3096 -1.7992 0.1 0.1 0.0
N -0.1185 2.3918 -1.0713 0.1 0.0 0.0
C 0.5175 3.6893 -1.2720 -0.1 0.1 -0.1
C 1.9414 3.8859 -0.7447 0.0 0.0 0.0
C -0.4932 2.0968 0.3039 -0.1 0.1 0.2
C 0.6031 1.6220 1.2656 0.0 0.0 0.0
H -1.3271 0.2310 -2.1849 0.0 0.0 0.0
H 0.1503 -0.7158 -2.4360 0.0 0.0 0.0
H -0.4137 -0.3883 -0.8015 0.0 0.0 0.0
H 0.6416 1.6545 -2.8298 0.0 0.0 0.0
H 1.5208 1.0620 -1.4305 0.0 0.0 0.0
H -0.1216 4.4466 -0.8127 0.0 0.0 0.0
H 0.5082 3.8791 -2.3512 0.0 0.0 0.0
H 1.9512 3.9961 0.3380 0.0 0.0 0.0
H 2.3555 4.8047 -1.1637 0.0 0.0 0.0
H 2.6011 3.0611 -1.0263 0.0 0.0 0.0
H -1.2938 1.3512 0.2957 0.0 0.0 -0.1
H -0.9348 3.0117 0.7046 0.0 0.0 0.0
H 1.2358 0.8525 0.8149 0.0 0.0 0.0
H 0.1415 1.1899 2.1563 0.0 0.0 0.0
H 1.2332 2.4451 1.5952 0.0 0.0 0.0
C 1.7063 -5.6186 -2.3366 0.0 0.0 0.0
C 0.9340 -4.5811 -1.5371 0.0 0.0 0.0
N -0.3645 -5.0568 -1.0896 0.1 0.0 0.0
C -1.2216 -3.9959 -0.5830 -0.1 0.0 0.0
C -0.7863 -3.2602 0.6885 0.0 0.0 0.0
C -0.3543 -6.2902 -0.3202 0.0 0.0 0.0
C 0.4862 -6.3275 0.9635 0.0 0.0 0.0
H 1.1103 -5.9785 -3.1767 0.0 0.0 0.0
H 2.6229 -5.1743 -2.7269 0.0 0.0 0.0
H 1.9939 -6.4769 -1.7278 0.0 0.0 0.0
H 0.7449 -3.7106 -2.1713 0.0 0.0 0.0
H 1.5718 -4.2225 -0.7134 0.0 0.0 0.0
H -2.2184 -4.4199 -0.4318 0.0 0.0 0.0
H -1.3227 -3.2607 -1.3871 0.0 0.0 0.0
H -0.9326 -3.8585 1.5872 0.0 0.0 0.0
H -1.3803 -2.3514 0.8014 0.0 0.0 0.0
H 0.2611 -2.9591 0.6413 0.0 0.0 0.0
H -0.0114 -7.0933 -0.9770 0.0 0.0 0.0
H -1.3952 -6.5261 -0.0838 0.0 0.0 0.0
H 1.4702 -5.8817 0.8084 0.0 0.0 0.0
H 0.6402 -7.3629 1.2741 0.0 0.0 0.0
H 0.0091 -5.8023 1.7891 0.0 0.0 0.0
```
Positions in Å, forces in eV/Å.

The maximum force comes out at 0.64 eV/Å. The net charge is -1. For the LUMO energy, the calculation gives 2.3 eV. The value obtained for the HOMO energy is -4.54 eV.

The Löwdin scheme yields these atomic charges, measured in e:
1 I 0.615
2 C -0.777
3 C -0.331
4 O -0.147
5 B -0.546
6 O -0.161
7 H 0.078
8 H 0.089
9 H 0.107
10 H 0.051
11 H 0.049
12 C -0.097
13 C -0.284
14 N -0.193
15 C -0.237
16 C -0.084
17 C -0.238
18 C -0.077
19 H 0.079
20 H 0.063
21 H 0.048
22 H 0.113
23 H 0.100
24 H 0.109
25 H 0.106
26 H 0.057
27 H 0.070
28 H 0.060
29 H 0.099
30 H 0.097
31 H 0.059
32 H 0.069
33 H 0.057
34 C -0.093
35 C -0.275
36 N -0.202
37 C -0.246
38 C -0.085
39 C -0.250
40 C -0.084
41 H 0.078
42 H 0.072
43 H 0.062
44 H 0.113
45 H 0.102
46 H 0.111
47 H 0.105
48 H 0.055
49 H 0.069
50 H 0.067
51 H 0.098
52 H 0.112
53 H 0.066
54 H 0.068
55 H 0.054